# C32H68F5I2N4O11

A molecular structure, C32H68F5I2N4O11 (the ωB97M-V functional and the def2-TZVPD basis, the OMol25 dataset).

XYZ file:
```
122
C32H68F5I2N4O11 | the OMol25 dataset | the ωB97M-V functional and the def2-TZVPD basis
C 9.14 -3.36 -2.71
C 9.20 -2.30 -3.81
O 8.04 -1.46 -3.80
C 8.14 -0.37 -2.92
C 6.77 0.24 -2.82
O 5.95 -0.56 -1.96
C 4.75 -1.00 -2.46
N 3.69 -0.04 -2.04
C 2.47 -0.31 -1.63
N 1.68 0.56 -1.03
C 2.15 1.87 -0.57
C 3.08 1.86 0.64
O 2.44 1.12 1.67
C 3.41 3.28 1.09
N 4.06 4.14 0.12
C 0.61 -0.17 -0.32
C 0.66 -1.55 -0.99
C 0.54 -2.67 0.06
F 0.30 -3.84 -0.55
F -0.54 -2.37 0.81
C 1.72 -2.91 1.04
F 2.89 -2.96 0.38
F 1.55 -4.05 1.70
F 1.79 -1.91 1.93
N 1.90 -1.54 -1.78
C 2.00 -2.21 -3.08
I 2.59 -4.26 -2.93
C 0.79 -1.95 -4.01
C 1.24 -1.87 -5.46
I -0.78 -3.39 -3.84
H 8.27 -3.18 -2.08
H 9.05 -4.36 -3.13
H 10.02 -3.35 -2.07
H 10.09 -1.67 -3.70
H 9.23 -2.74 -4.80
H 8.45 -0.69 -1.92
H 8.85 0.37 -3.29
H 6.81 1.26 -2.43
H 6.32 0.27 -3.82
H 4.50 -1.97 -2.01
H 4.78 -1.08 -3.55
H 4.01 0.91 -1.94
H 1.25 2.45 -0.34
H 2.63 2.36 -1.41
H 4.02 1.35 0.37
H 2.69 1.48 2.53
H 2.48 3.75 1.43
H 4.06 3.19 1.97
H 4.74 3.67 -0.46
H 3.40 4.64 -0.47
H -0.35 0.32 -0.43
H 0.87 -0.22 0.73
H -0.20 -1.70 -1.65
H 2.86 -1.78 -3.59
H 0.32 -1.02 -3.70
H 0.42 -1.58 -6.10
H 1.61 -2.84 -5.80
H 2.05 -1.14 -5.58
C -5.95 -1.41 -3.75
O -4.80 -2.18 -3.45
C -4.23 -1.89 -2.19
C -4.61 -2.92 -1.14
O -5.98 -2.87 -0.83
C -6.76 -3.90 -1.43
H -6.38 -1.81 -4.66
H -6.70 -1.47 -2.95
H -5.69 -0.35 -3.91
H -4.52 -0.90 -1.85
H -3.14 -1.91 -2.32
H -4.05 -2.70 -0.22
H -4.32 -3.92 -1.48
H -6.55 -4.87 -0.96
H -6.59 -3.97 -2.50
H -7.80 -3.64 -1.25
C -11.62 -0.10 2.27
O -10.28 -0.45 2.56
C -10.06 -1.85 2.64
C -9.40 -2.39 1.40
O -10.23 -2.30 0.25
C -9.91 -1.21 -0.58
H -11.64 0.97 2.10
H -11.99 -0.62 1.37
H -12.28 -0.34 3.11
H -11.00 -2.38 2.83
H -9.39 -2.03 3.49
H -9.15 -3.45 1.56
H -8.46 -1.85 1.23
H -8.94 -1.37 -1.07
H -9.87 -0.27 -0.03
H -10.68 -1.15 -1.35
C -4.48 0.51 6.02
O -5.71 -0.19 6.14
C -6.74 0.33 5.32
C -6.95 -0.51 4.08
O -5.82 -0.48 3.21
C -5.01 -1.63 3.29
H -3.74 -0.05 6.59
H -4.16 0.58 4.98
H -4.56 1.52 6.44
H -6.52 1.36 5.03
H -7.66 0.33 5.90
H -7.81 -0.12 3.52
H -7.17 -1.54 4.37
H -5.53 -2.50 2.88
H -4.72 -1.85 4.33
H -4.12 -1.44 2.71
C 9.19 8.10 2.45
O 7.91 7.76 2.95
C 6.96 7.45 1.95
C 6.74 5.96 1.81
O 7.89 5.29 1.33
C 8.65 4.67 2.35
H 9.86 8.18 3.30
H 9.57 7.34 1.76
H 9.16 9.07 1.93
H 7.27 7.87 0.99
H 6.01 7.92 2.24
H 5.93 5.78 1.10
H 6.43 5.55 2.78
H 8.12 3.82 2.79
H 8.90 5.37 3.15
H 9.57 4.31 1.90
```

Calculated values
Charge: +1
LUMO energy: -0.09294 Ha
Highest occupied orbital energy: -10.39 eV
Energy: -92547.423 eV
Orbital gap: 7.86 eV